Density functional theory data (ωB97M-V/def2-TZVPD) for the molecule C5H8N2 at a distorted geometry.

```
15
Properties=species:S:1:pos:R:3
N 1.28837 2.09202 1.69749
N 2.06727 -0.49240 -0.41959
C 0.86239 -0.11259 0.30022
C -0.37435 -0.15251 -0.60324
C 1.04171 1.14897 1.07273
C -1.57897 -0.86215 -0.03765
C -1.64006 0.60955 -0.33747
H 0.73575 -0.88336 1.06614
H -1.70963 1.30782 0.49223
H -2.19218 0.93924 -1.21569
H 2.42188 0.27901 -0.97578
H 2.80022 -0.75055 0.23406
H -0.13363 -0.37897 -1.63677
H -1.43258 -1.17634 0.99361
H -2.15619 -1.56774 -0.63032
```

Computed properties:
* largest force on an atom: 0.022 Eh/bohr
* energy: -304.7810 hartree
* SMILES: N#C[C@H](N)C1CC1
* ΔE to the lowest compared entry with this formula, charge and spin: 143.0 kJ/mol
* orbital gap: 11.22 eV